Entry from the OMol25 dataset: a molecular structure, C31H36BLaN6O6S (ωB97M-V/def2-TZVPD).

Values from the calculation:
Energy above the lowest of the compared OMol25 structures with the same formula, charge and spin: 31.3 kcal/mol
Frontier orbital gap (alpha / beta): 4.53 / 6.45 eV
HOMO energy (alpha / beta): -2.4877 / -4.4113 eV
Net charge: -1
Multiplicity: 2

Each line ends with the Mulliken charge.
Geometry (Å):
La (0.396, -0.083, 1.236)  1.965
C (-0.846, 1.941, 4.057)  -1.074
O (-0.637, 2.010, 2.684)  0.182
C (-1.229, 3.097, 1.955)  0.325
C (-2.186, 3.919, 2.520)  -0.518
C (-2.755, 4.949, 1.829)  -0.642
C (-2.444, 5.101, 0.449)  -0.902
C (-1.416, 4.305, -0.110)  -0.150
C (-0.786, 3.283, 0.621)  0.326
N (0.037, 2.267, 0.137)  0.556
N (0.300, 2.607, -1.069)  -0.596
C (1.177, 1.789, -1.959)  0.081
C (2.055, 0.824, -1.486)  0.281
O (2.145, 0.491, -0.216)  -1.188
C (2.892, 0.147, -2.451)  -0.204
C (2.901, 0.519, -3.801)  -1.414
C (2.058, 1.584, -4.251)  0.605
C (2.047, 2.108, -5.579)  -0.592
C (1.252, 3.156, -5.950)  -0.825
C (0.442, 3.757, -5.010)  -0.430
C (0.315, 3.262, -3.718)  -0.286
C (1.224, 2.252, -3.289)  1.218
H (-0.365, 2.816, 4.522)  0.405
H (-0.305, 1.109, 4.447)  0.189
H (-1.909, 1.820, 4.329)  0.306
H (-2.490, 3.834, 3.536)  0.370
H (-3.501, 5.668, 2.324)  0.234
H (-2.844, 5.912, -0.160)  0.384
H (-1.180, 4.450, -1.183)  0.112
H (3.553, -0.671, -2.188)  0.449
H (3.636, 0.023, -4.502)  0.200
H (2.820, 1.704, -6.256)  0.311
H (1.397, 3.587, -6.955)  0.297
H (-0.319, 4.546, -5.174)  0.306
H (-0.147, 3.803, -2.907)  0.251
C (4.803, -2.290, 0.392)  -0.909
N (3.686, -2.919, -0.281)  0.181
C (3.723, -3.625, -1.529)  -0.996
C (2.481, -2.677, 0.295)  0.625
O (2.384, -1.848, 1.178)  -0.642
C (1.176, -3.326, -0.305)  -1.096
O (0.087, -2.749, 0.370)  0.284
C (-1.085, -3.516, 0.448)  -1.074
C (-1.544, -3.529, 1.924)  0.708
O (-0.876, -3.076, 2.807)  -0.677
N (-2.661, -4.231, 2.188)  0.130
C (-3.152, -4.199, 3.515)  -1.072
C (-3.596, -4.586, 1.122)  -0.975
H (4.770, -1.243, 0.139)  0.325
H (4.707, -2.314, 1.478)  0.276
H (5.705, -2.699, 0.016)  0.327
H (3.216, -4.552, -1.491)  0.381
H (3.396, -3.118, -2.464)  0.286
H (4.767, -3.854, -1.709)  0.326
H (1.093, -3.038, -1.300)  0.483
H (1.173, -4.417, -0.192)  0.538
H (-1.772, -3.025, -0.186)  0.102
H (-0.929, -4.535, 0.158)  0.621
H (-3.978, -4.877, 3.662)  0.471
H (-2.359, -4.524, 4.194)  0.294
H (-3.440, -3.163, 3.757)  0.291
H (-3.465, -3.892, 0.274)  0.327
H (-3.421, -5.586, 0.742)  0.221
H (-4.575, -4.416, 1.517)  0.494
O (-1.010, -0.391, -0.643)  -0.768
N (-2.001, 0.471, -0.903)  0.056
C (-1.953, 1.099, -2.090)  -0.251
C (-2.960, 1.888, -2.527)  -0.961
C (-4.024, 2.119, -1.645)  -0.142
C (-4.141, 1.485, -0.456)  -0.714
C (-3.016, 0.663, -0.032)  0.492
S (-2.827, -0.092, 1.479)  -0.431
H (-1.097, 0.778, -2.652)  0.787
H (-2.895, 2.361, -3.547)  0.374
H (-4.834, 2.843, -1.956)  0.236
H (-4.923, 1.605, 0.347)  0.373
B (3.769, -1.037, 4.860)  0.381
C (2.520, -0.441, 4.122)  -0.042
N (1.569, -0.079, 3.559)  -0.607
H (4.425, -0.146, 5.290)  -0.157
H (4.493, -1.379, 4.047)  -0.222
H (3.300, -1.810, 5.597)  -0.182



Entry from the OMol25 dataset: a molecular structure, C25H44MgN2O4Si (ωB97M-V/def2-TZVPD).

Values from the calculation:
Frontier orbital gap (alpha / beta): 5.86 / 5.16 eV
HOMO energy (alpha / beta): -6.1234 / -5.1656 eV

Each line ends with the Mulliken charge.
Geometry (Å):
C (-2.098, 1.232, 1.113)  0.170
C (-2.546, -0.895, 1.445)  -0.931
H (-1.065, 0.931, 1.339)  -0.301
H (-2.862, 0.243, 1.160)  0.206
H (-2.448, 1.934, 1.883)  0.353
H (-1.776, -1.333, 0.797)  0.113
H (-2.198, -0.948, 2.484)  0.245
H (-3.446, -1.534, 1.361)  0.421
C (1.501, 1.870, -1.039)  -0.307
C (1.021, 2.897, -1.857)  -0.847
C (0.593, 2.575, -3.149)  -0.445
C (0.631, 1.250, -3.570)  -0.682
H (1.870, 2.057, -0.028)  0.543
H (0.994, 3.915, -1.481)  0.459
H (0.226, 3.352, -3.818)  0.401
H (0.313, 0.956, -4.569)  0.272
N (1.529, 0.586, -1.445)  -0.298
C (1.055, 0.251, -2.681)  0.676
C (0.943, -1.192, -2.956)  0.352
N (1.300, -2.027, -1.929)  -0.012
C (1.086, -3.356, -2.049)  -0.003
C (0.202, -3.081, -4.266)  -0.353
C (0.519, -3.920, -3.195)  -0.821
H (1.378, -3.975, -1.199)  0.392
H (0.342, -4.996, -3.232)  0.357
C (0.431, -1.712, -4.151)  -0.813
H (0.205, -1.018, -4.964)  0.280
H (-0.232, -3.483, -5.183)  0.407
Mg (2.131, -1.019, -0.324)  0.639
C (-2.179, 1.913, -0.230)  -1.117
H (-1.777, 1.314, -1.049)  0.207
H (-1.610, 2.847, -0.210)  0.307
H (-3.219, 2.154, -0.489)  0.408
C (3.766, 3.289, 2.794)  -1.321
C (4.688, 2.082, 2.643)  1.787
C (5.860, 2.433, 1.726)  -1.876
C (5.205, 1.636, 4.002)  -1.311
O (3.962, 0.994, 1.989)  -0.398
Si (2.763, 0.070, 2.670)  -0.898
O (2.058, -0.787, 1.526)  0.337
O (3.436, -0.854, 3.869)  0.588
C (3.768, -2.267, 3.762)  1.761
C (4.627, -2.492, 2.525)  -1.305
C (4.543, -2.630, 5.025)  -1.763
C (2.486, -3.087, 3.683)  -1.657
O (1.745, 1.135, 3.409)  0.359
C (1.023, 0.992, 4.660)  2.034
C (0.061, -0.188, 4.576)  -1.295
C (1.991, 0.803, 5.818)  -1.719
C (0.260, 2.298, 4.854)  -1.649
H (4.304, 4.121, 3.276)  0.440
H (2.893, 3.037, 3.409)  0.065
H (3.411, 3.625, 1.810)  0.277
H (6.455, 3.251, 2.159)  0.390
H (6.520, 1.568, 1.592)  0.395
H (5.504, 2.758, 0.741)  0.327
H (4.388, 1.439, 4.709)  0.041
H (5.820, 0.734, 3.904)  0.201
H (5.829, 2.431, 4.439)  0.535
H (5.533, -1.876, 2.571)  0.287
H (4.926, -3.548, 2.472)  0.553
H (4.072, -2.247, 1.611)  -0.139
H (3.937, -2.451, 5.923)  0.348
H (4.808, -3.697, 4.996)  0.416
H (5.470, -2.046, 5.096)  0.345
H (1.896, -2.974, 4.602)  0.308
H (1.880, -2.785, 2.821)  0.104
H (2.741, -4.151, 3.572)  0.536
H (0.593, -1.132, 4.386)  0.088
H (-0.478, -0.284, 5.531)  0.510
H (-0.680, -0.030, 3.780)  0.014
H (2.645, 1.678, 5.916)  0.299
H (1.416, 0.695, 6.749)  0.547
H (2.601, -0.096, 5.683)  0.170
H (0.957, 3.145, 4.904)  0.361
H (-0.442, 2.470, 4.028)  0.215
H (-0.306, 2.260, 5.794)  0.415



Entry from the OMol25 dataset: 2 unconnected molecules or ions with the total composition C3H3BrOS (ωB97M-V/def2-TZVPD).

Values from the calculation:
Energy above the lowest of the compared OMol25 structures with the same formula, charge and spin: 31.5 kcal/mol
Frontier orbital gap: 7.73 eV
HOMO energy: -8.1097 eV

Each line ends with the Mulliken charge.
Geometry (Å):
C (1.386, 0.875, -0.022)  0.741
C (2.931, -0.489, -0.078)  0.011
C (0.146, 0.127, -0.269)  -1.185
O (1.815, 1.924, 0.248)  -0.384
S (2.574, -2.006, 0.218)  -0.239
Br (4.471, 0.439, -0.032)  -0.007
H (0.101, -0.071, -1.258)  0.389
H (0.142, -0.748, 0.320)  0.333
H (-0.761, 0.765, -0.258)  0.342



| no. | calculated total energy (Ha) |
| --- | --- |
| 1 | -2437.56445 |
| 2 | -1879.21626 |
| 3 | -3163.46101 |